(1)
Computed, not measured: a 18-piece molecular cluster, C73H193N15O29 overall, with ωB97M-V/def2-TZVPD.

Geometry as XYZ:
```
310
Properties=species:S:1:pos:R:3:lowdin_charge:R:1
C -23.365 20.373 24.319 -0.062
O -22.362 20.896 23.397 -0.201
C -21.068 20.352 23.466 -0.223
C -20.163 20.518 22.170 -0.169
N -20.679 19.674 21.093 -0.061
C -19.964 19.892 19.879 -0.248
C -20.526 19.087 18.709 -0.170
O -21.966 19.343 18.611 -0.219
C -22.654 18.674 17.605 -0.128
H -23.330 19.304 24.532 0.074
H -24.403 20.486 24.004 0.056
H -23.354 20.969 25.232 0.088
H -21.030 19.311 23.786 0.113
H -20.596 20.836 24.321 0.110
H -19.150 20.234 22.454 0.120
H -20.316 21.555 21.869 0.108
H -21.676 19.791 20.985 0.099
H -18.909 19.626 19.959 0.118
H -19.821 20.939 19.611 0.110
H -20.380 18.024 18.904 0.118
H -20.046 19.262 17.746 0.118
H -23.727 18.753 17.779 0.082
H -22.251 17.680 17.407 0.085
H -22.382 19.155 16.665 0.079
C -31.298 24.885 20.248 -0.122
O -31.860 26.124 20.444 -0.214
C -31.856 26.950 19.260 -0.174
C -32.874 28.055 19.571 -0.198
N -32.341 29.015 20.574 -0.009
C -33.491 29.744 21.093 -0.242
C -33.168 30.308 22.424 -0.231
O -32.923 29.225 23.339 -0.215
C -32.837 29.629 24.729 -0.090
H -31.868 24.399 19.456 0.066
H -31.332 24.305 21.171 0.076
H -30.240 24.907 19.987 0.090
H -32.129 26.415 18.350 0.112
H -30.830 27.293 19.125 0.129
H -33.802 27.599 19.919 0.083
H -33.042 28.580 18.631 0.119
H -31.991 28.447 21.332 0.085
H -34.398 29.171 21.285 0.111
H -33.795 30.601 20.492 0.125
H -33.952 30.951 22.824 0.122
H -32.249 30.889 22.352 0.124
H -33.780 30.006 25.126 0.081
H -32.055 30.353 24.958 0.088
H -32.747 28.661 25.221 0.074
C -30.191 23.787 16.658 -0.067
O -28.921 24.103 17.346 -0.198
C -28.312 22.972 18.103 -0.157
C -27.113 22.317 17.415 -0.184
N -27.651 21.677 16.216 -0.084
C -26.678 21.076 15.295 -0.180
C -27.343 20.343 14.136 -0.225
O -27.916 21.073 13.060 -0.176
C -29.224 21.581 13.419 -0.068
H -30.612 24.603 16.070 0.087
H -30.987 23.517 17.352 0.062
H -30.010 22.967 15.964 0.049
H -29.083 22.242 18.351 0.108
H -27.929 23.375 19.041 0.092
H -26.552 21.635 18.053 0.097
H -26.361 23.052 17.131 0.114
H -28.039 22.455 15.703 0.073
H -26.029 20.447 15.904 0.118
H -26.085 21.877 14.854 0.124
H -28.137 19.675 14.472 0.106
H -26.545 19.746 13.695 0.123
H -29.801 20.930 14.076 0.069
H -29.810 21.819 12.531 0.096
H -28.951 22.437 14.037 0.066
C -22.129 31.436 18.618 -0.110
O -22.503 30.103 18.835 -0.199
C -22.857 29.774 20.134 -0.236
C -23.497 28.364 20.238 -0.163
N -23.353 27.789 21.624 -0.043
C -22.076 27.102 21.952 -0.191
C -22.198 26.537 23.377 -0.195
O -23.138 25.473 23.399 -0.226
C -22.840 24.188 22.814 -0.057
H -21.496 31.757 19.444 0.086
H -23.058 32.001 18.540 0.086
H -21.617 31.582 17.667 0.086
H -23.606 30.479 20.495 0.120
H -21.956 29.810 20.746 0.113
H -23.139 27.684 19.465 0.099
H -24.560 28.390 19.997 0.113
H -24.043 27.053 21.676 0.053
H -21.259 27.822 21.991 0.111
H -21.886 26.312 21.225 0.096
H -22.530 27.367 24.000 0.121
H -21.214 26.286 23.772 0.116
H -23.843 23.792 22.656 0.073
H -22.353 23.529 23.533 0.084
H -22.301 24.261 21.870 0.072
C -29.131 17.876 21.503 -0.112
O -29.222 16.494 21.698 -0.180
C -28.028 15.918 22.075 -0.210
C -27.497 16.410 23.470 -0.205
N -26.610 17.561 23.360 -0.037
C -26.541 18.109 24.719 -0.208
C -25.564 17.461 25.734 -0.222
O -25.755 18.227 26.898 -0.184
C -24.592 18.058 27.686 -0.118
H -29.009 18.481 22.401 0.080
H -29.952 18.314 20.935 0.071
H -28.283 18.061 20.844 0.080
H -27.223 16.048 21.352 0.127
H -28.008 14.832 22.165 0.114
H -26.847 15.589 23.771 0.108
H -28.250 16.508 24.253 0.109
H -27.017 18.171 22.666 0.050
H -27.500 18.229 25.221 0.105
H -26.288 19.146 24.498 0.100
H -24.588 17.527 25.253 0.111
H -25.874 16.453 26.010 0.124
H -24.925 18.535 28.608 0.091
H -23.742 18.605 27.280 0.080
H -24.307 17.024 27.885 0.088
C -36.127 25.834 18.062 -0.106
O -36.022 24.724 18.906 -0.159
C -34.753 24.230 18.995 -0.244
C -34.574 22.891 19.836 -0.148
N -35.260 21.756 19.214 -0.048
C -35.137 20.524 19.946 -0.208
C -36.045 19.454 19.293 -0.226
O -37.275 20.097 19.169 -0.197
C -38.202 19.190 18.605 -0.097
H -37.116 26.293 18.048 0.095
H -35.814 25.627 17.039 0.088
H -35.396 26.587 18.354 0.070
H -34.086 24.977 19.426 0.087
H -34.227 24.192 18.041 0.115
H -34.721 23.106 20.895 0.096
H -33.506 22.674 19.823 0.097
H -36.226 21.904 18.960 0.108
H -35.331 20.632 21.013 0.100
H -34.122 20.128 19.893 0.105
H -36.070 18.555 19.909 0.113
H -35.715 19.165 18.295 0.121
H -38.184 18.252 19.161 0.087
H -37.914 18.986 17.573 0.086
H -39.185 19.659 18.581 0.092
C -35.623 18.221 27.389 -0.103
O -34.709 19.294 27.402 -0.209
C -33.468 19.022 28.063 -0.199
C -32.537 17.918 27.537 -0.198
N -32.443 18.188 26.116 -0.081
C -31.849 17.034 25.384 -0.140
C -31.834 17.350 23.825 -0.159
O -33.195 17.616 23.338 -0.188
C -33.214 17.534 21.890 -0.087
H -35.226 17.350 26.868 0.079
H -36.518 18.557 26.866 0.093
H -35.881 17.845 28.379 0.089
H -33.700 18.975 29.127 0.105
H -32.911 19.959 28.034 0.106
H -32.943 16.913 27.657 0.105
H -31.546 17.925 27.990 0.128
H -33.370 18.376 25.762 0.096
H -32.524 16.207 25.605 0.109
H -30.831 16.801 25.697 0.116
H -31.284 16.533 23.358 0.104
H -31.270 18.262 23.630 0.095
H -34.185 17.365 21.424 0.076
H -32.709 16.621 21.575 0.075
H -32.967 18.460 21.371 0.065
C -36.705 26.708 22.276 -0.076
O -35.654 26.376 23.177 -0.184
C -34.549 25.765 22.587 -0.206
C -33.489 25.389 23.627 -0.181
N -33.897 24.287 24.437 -0.068
C -33.011 24.100 25.595 -0.179
C -33.630 22.980 26.429 -0.230
O -34.883 23.363 26.916 -0.170
C -35.495 22.369 27.710 -0.092
H -37.332 27.502 22.681 0.087
H -37.304 25.807 22.148 0.092
H -36.241 27.050 21.350 0.074
H -34.122 26.435 21.840 0.098
H -34.874 24.901 22.007 0.106
H -33.348 26.219 24.320 0.112
H -32.483 25.158 23.277 0.105
H -34.851 24.365 24.758 0.124
H -32.915 24.946 26.276 0.122
H -31.990 23.853 25.302 0.110
H -32.979 22.641 27.235 0.109
H -33.718 22.061 25.851 0.110
H -34.882 21.959 28.513 0.081
H -35.995 21.642 27.071 0.090
H -36.222 22.944 28.284 0.088
C -27.934 27.136 28.012 -0.092
O -28.696 25.971 27.661 -0.195
C -28.026 24.771 27.675 -0.263
C -28.962 23.637 27.306 -0.176
N -29.527 22.959 28.508 -0.047
C -30.487 23.774 29.253 -0.181
C -31.141 22.951 30.422 -0.193
O -31.774 21.840 29.789 -0.208
C -32.368 21.009 30.768 -0.117
H -28.553 28.025 27.893 0.086
H -27.032 27.252 27.412 0.080
H -27.685 27.192 29.072 0.083
H -27.599 24.594 28.662 0.129
H -27.209 24.693 26.957 0.100
H -28.320 22.899 26.823 0.096
H -29.677 23.910 26.530 0.113
H -30.041 22.143 28.210 0.074
H -31.272 23.935 28.514 0.102
H -30.011 24.695 29.589 0.114
H -31.860 23.539 30.993 0.118
H -30.313 22.621 31.049 0.119
H -31.647 20.211 30.944 0.094
H -33.326 20.633 30.409 0.066
H -32.557 21.418 31.761 0.085
C -30.309 27.026 24.055 -0.118
O -29.053 26.885 23.525 -0.176
C -28.025 26.777 24.501 -0.180
C -26.613 26.913 23.824 -0.150
N -26.108 25.702 23.155 -0.033
C -26.759 25.577 21.833 -0.169
C -25.938 24.772 20.845 -0.214
O -24.671 25.363 20.695 -0.212
C -23.854 24.629 19.761 -0.070
H -30.456 27.907 24.680 0.089
H -30.535 26.116 24.611 0.084
H -30.917 27.019 23.150 0.083
H -28.112 25.791 24.957 0.103
H -28.043 27.506 25.311 0.104
H -25.950 27.153 24.656 0.112
H -26.563 27.825 23.230 0.118
H -25.103 25.646 23.062 0.072
H -26.948 26.550 21.379 0.123
H -27.734 25.101 21.939 0.109
H -26.463 24.717 19.891 0.114
H -25.892 23.760 21.248 0.114
H -23.414 23.740 20.214 0.075
H -23.075 25.313 19.425 0.082
H -24.384 24.308 18.864 0.084
C -32.337 14.527 13.771 -0.084
O -31.761 14.946 15.031 -0.188
C -32.315 16.160 15.533 -0.263
C -31.641 16.675 16.754 -0.225
N -31.813 15.624 17.740 -0.042
C -31.089 15.906 19.006 -0.168
C -31.238 14.622 19.847 -0.211
O -30.481 13.544 19.244 -0.199
C -30.506 12.367 20.007 -0.124
H -31.820 15.034 12.956 0.082
H -33.396 14.782 13.751 0.080
H -32.232 13.448 13.657 0.084
H -33.375 16.029 15.749 0.119
H -32.381 16.914 14.749 0.114
H -32.210 17.580 16.968 0.103
H -30.621 16.980 16.523 0.116
H -31.631 14.708 17.356 0.102
H -31.647 16.733 19.445 0.102
H -30.021 16.065 18.862 0.119
H -32.293 14.349 19.878 0.115
H -30.911 14.697 20.884 0.100
H -30.134 11.557 19.380 0.087
H -31.480 12.124 20.432 0.087
H -29.758 12.510 20.786 0.079
C -29.756 19.477 17.969 -0.831
O -30.705 19.402 18.769 -0.023
N -28.553 19.448 18.319 0.225
N -29.862 19.662 16.754 0.213
H -28.277 19.388 19.289 0.089
H -27.930 19.334 17.532 0.123
H -30.759 20.009 16.446 0.070
H -29.050 20.071 16.314 0.070
C -29.135 21.522 21.400 -0.680
O -28.188 20.966 20.841 0.001
N -30.387 21.198 21.161 0.208
N -29.126 22.514 22.268 0.211
H -30.521 20.421 20.531 0.067
H -31.159 21.743 21.519 0.068
H -28.277 22.771 22.750 0.067
H -30.006 22.678 22.735 0.089
C -29.839 20.649 25.093 -0.143
O -30.214 20.282 26.415 -0.110
H -28.895 21.194 25.113 0.060
H -29.588 19.862 24.381 0.055
H -30.634 21.179 24.568 0.060
H -30.916 19.630 26.364 0.020
C -32.716 20.748 16.947 -0.148
O -32.189 20.938 15.626 -0.136
H -32.187 21.290 17.730 0.071
H -33.711 21.182 17.051 0.074
H -32.607 19.718 17.286 0.057
H -32.709 20.406 15.018 0.087
C -33.088 21.031 23.053 -0.135
O -32.402 22.279 23.100 -0.149
H -34.122 21.029 22.706 0.067
H -32.593 20.191 22.566 0.058
H -33.318 20.726 24.074 0.069
H -32.946 22.816 23.681 0.013
C -26.257 22.746 24.754 -0.141
O -27.276 23.470 24.138 -0.178
H -25.862 23.394 25.536 0.081
H -26.559 21.825 25.252 0.076
H -25.567 22.583 23.926 0.071
H -26.899 24.321 23.906 0.003
C -25.125 20.433 20.390 -0.148
O -25.883 19.724 21.334 -0.136
H -25.541 20.106 19.437 0.054
H -25.204 21.518 20.457 0.067
H -24.085 20.128 20.268 0.066
H -26.739 20.156 21.382 0.007
```

Summary:
- Orbital gap: 8.7 eV
- HOMO: -8.22 eV
- Energy relative to the best compared isomer or geometry (same formula, charge and spin): 0.00 kcal/mol

---

(2)
Computed, not measured: one molecule with the formula C8H10, with ωB97M-V/def2-TZVPD.

Geometry as XYZ:
```
18
Properties=species:S:1:pos:R:3:lowdin_charge:R:1
C 0.982 -0.283 0.567 -0.315
C 1.259 0.861 -0.191 -0.169
C 0.205 1.645 -0.605 -0.134
C -1.096 1.209 -0.362 -0.169
C -1.294 0.125 0.548 -0.166
C -0.272 -0.530 1.111 -0.184
C 0.721 -1.281 -0.625 -0.143
C -0.562 -1.392 -0.301 -0.096
H 1.942 -0.779 0.901 0.167
H 2.271 1.256 -0.447 0.119
H 0.510 2.468 -1.421 0.148
H -2.007 1.663 -0.676 0.076
H -2.339 -0.032 0.877 0.164
H -0.355 -1.269 1.902 0.164
H 1.344 -2.086 -0.240 0.129
H 1.112 -0.556 -1.338 0.125
H -0.865 -2.124 0.437 0.129
H -1.276 -0.667 -0.843 0.156
```

Summary:
- Orbital gap: 6.5 eV
- HOMO: -5.80 eV
- Energy relative to the best compared isomer or geometry (same formula, charge and spin): 222.04 kcal/mol

---

(3)
Computed, not measured: C8H20ClMgO4 as an isolated structure, with ωB97M-V/def2-TZVPD.

Geometry as XYZ:
```
34
Properties=species:S:1:pos:R:3:lowdin_charge:R:1
Mg -3.441 -1.213 1.952 0.915
Cl -3.630 -1.204 -0.284 -0.017
C -0.908 1.646 -0.094 -0.109
O -0.053 0.802 -0.857 -0.208
C -0.280 0.731 -2.274 -0.165
C -0.129 2.041 -3.078 -0.224
O 1.045 2.733 -2.717 -0.154
C 1.209 3.835 -3.555 -0.132
H -0.561 1.595 0.938 0.079
H -1.922 1.249 -0.046 0.041
H -0.939 2.693 -0.397 0.092
H -1.179 0.193 -2.574 0.118
H 0.610 0.142 -2.497 0.126
H -1.003 2.682 -2.961 0.118
H -0.165 1.728 -4.122 0.127
H 1.557 3.643 -4.570 0.096
H 1.945 4.462 -3.052 0.091
H 0.389 4.553 -3.555 0.089
C -1.206 -2.206 3.511 -0.030
O -1.565 -1.904 2.138 -0.365
C -0.682 -2.505 1.146 -0.143
C 0.677 -1.881 1.131 -0.196
O 1.507 -2.152 2.256 -0.211
C 2.859 -1.594 2.216 -0.036
H -0.939 -3.263 3.526 0.114
H -2.012 -1.945 4.198 0.094
H -0.346 -1.618 3.830 0.107
H -1.156 -2.425 0.168 0.105
H -0.649 -3.537 1.496 0.138
H 0.375 -0.835 1.089 0.116
H 1.213 -2.122 0.213 0.147
H 3.518 -2.171 1.567 0.095
H 3.099 -1.618 3.279 0.092
H 2.762 -0.534 1.980 0.090
```

Summary:
- Orbital gap: 5.8 eV
- Net charge: +1
- HOMO: -12.03 eV
- Energy relative to the best compared isomer or geometry (same formula, charge and spin): 0.00 kcal/mol

---

(4)
Computed, not measured: a 15-piece molecular cluster, C23H27BrCl42N2O3 overall, with ωB97M-V/def2-TZVPD.

Geometry as XYZ:
```
98
Properties=species:S:1:pos:R:3:lowdin_charge:R:1
C 5.002 -3.244 4.424 -0.092
C 5.182 -3.985 3.083 -0.206
C 5.122 -3.015 1.893 -0.209
O 4.236 -1.929 2.120 -0.176
C 3.016 -1.909 1.427 -0.212
C 1.849 -1.705 2.420 -0.698
Br 0.553 -0.524 1.528 0.760
N 2.226 -1.130 3.704 0.092
C 1.381 -1.640 4.721 -0.450
O 1.525 -1.404 5.897 0.098
C 0.378 -2.574 4.073 -0.047
C 1.227 -3.030 2.889 -0.334
N 0.580 -3.758 1.822 0.165
C 0.282 -4.941 1.905 -0.282
O -0.020 -6.057 1.970 0.192
H 3.977 -3.293 4.803 0.060
H 5.266 -2.191 4.295 0.017
H 5.648 -3.683 5.193 0.073
H 4.418 -4.768 2.986 0.099
H 6.165 -4.470 3.053 0.104
H 4.859 -3.541 0.966 0.116
H 6.117 -2.569 1.751 0.114
H 2.832 -2.852 0.895 0.123
H 3.025 -1.096 0.690 0.076
H 2.302 -0.118 3.703 0.054
H -0.499 -2.017 3.723 0.111
H 0.024 -3.361 4.745 0.134
H 2.084 -3.562 3.334 0.157
C 1.069 1.217 -2.353 -1.532
Cl 1.694 -0.421 -2.153 0.512
Cl 0.237 1.366 -3.903 0.507
Cl -0.030 1.658 -1.047 0.475
H 1.901 1.909 -2.352 -0.006
C -3.565 0.730 -1.541 -1.548
Cl -3.088 0.872 0.150 0.500
Cl -3.512 2.293 -2.356 0.496
Cl -2.570 -0.468 -2.363 0.513
H -4.592 0.388 -1.559 -0.042
C -3.091 -4.480 -2.580 -1.553
Cl -3.853 -3.777 -4.008 0.521
Cl -1.504 -3.768 -2.301 0.504
Cl -4.120 -4.294 -1.161 0.520
H -2.957 -5.538 -2.762 0.010
C 7.067 0.730 5.236 -1.548
Cl 8.228 -0.531 5.641 0.524
Cl 6.146 0.284 3.799 0.567
Cl 5.989 1.057 6.590 0.547
H 7.619 1.635 5.017 -0.002
C 3.807 2.614 1.904 -1.535
Cl 3.185 2.193 0.308 0.544
Cl 4.350 4.290 1.951 0.545
Cl 2.597 2.310 3.151 0.567
H 4.660 1.978 2.106 -0.036
C 10.560 -0.271 2.480 -1.548
Cl 11.619 -0.479 3.872 0.527
Cl 9.548 -1.694 2.232 0.518
Cl 9.570 1.181 2.645 0.527
H 11.181 -0.146 1.603 0.010
C -0.794 1.223 -7.696 -1.549
Cl -0.106 -0.388 -7.529 0.538
Cl -1.646 1.390 -9.235 0.546
Cl -1.860 1.598 -6.346 0.472
H 0.018 1.938 -7.693 -0.021
C -4.501 5.122 -5.240 -1.561
Cl -4.076 5.386 -3.549 0.510
Cl -4.493 6.638 -6.139 0.536
Cl -3.425 3.936 -5.980 0.489
H -5.506 4.723 -5.270 -0.051
C -6.390 -1.239 1.777 -1.560
Cl -7.297 -2.682 2.224 0.539
Cl -4.940 -1.069 2.761 0.532
Cl -6.001 -1.253 0.054 0.540
H -7.018 -0.375 1.946 -0.082
C -8.966 2.646 2.976 -1.538
Cl -8.852 1.318 1.817 0.566
Cl -10.189 2.321 4.193 0.548
Cl -7.390 2.949 3.713 0.557
H -9.256 3.536 2.432 0.004
C -8.577 5.807 5.767 -1.573
Cl -9.688 6.148 4.435 0.516
Cl -7.406 7.109 5.957 0.535
Cl -9.464 5.522 7.262 0.531
H -8.038 4.903 5.520 -0.050
C -7.868 3.614 -2.957 -1.533
Cl -7.273 3.691 -1.300 0.523
Cl -7.949 5.224 -3.676 0.545
Cl -6.869 2.533 -3.927 0.541
H -8.872 3.212 -2.937 0.011
C 4.160 -4.127 -3.361 -1.558
Cl 4.687 -2.447 -3.319 0.520
Cl 5.315 -5.180 -2.545 0.524
Cl 2.545 -4.293 -2.662 0.508
H 4.104 -4.434 -4.396 0.011
C 1.288 2.083 -11.468 -1.563
Cl 1.896 2.153 -9.812 0.537
Cl 1.492 3.634 -12.279 0.534
Cl 2.069 0.786 -12.367 0.534
H 0.229 1.867 -11.415 -0.026
```

Summary:
- Orbital gap: 9.9 eV
- HOMO: -9.76 eV

---

- The lowest orbital gap belongs to which entry?
  C8H20ClMgO4